{
  "formula": "CH3Cl2P",
  "method": "the ωB97M-V functional and the def2-TZVPD basis",
  "lumo_ev": [-1.18, -1.20],
  "gap_ev": [7.021, 7.005],
  "homo_ha": [-0.30138, -0.30150],
  "relative_energy_ev": 3.421,
  "e_tot_ev": -35417.1148,
  "species": ["Cl", "Cl", "P", "C", "H", "H", "H"],
  "coordinates": [[2.229, -0.047, -4.367], [-0.419, -0.743, -1.847], [0.664, -0.565, -5.473], [0.344, -0.595, -0.126], [-0.374, -0.517, 0.771], [1.012, 0.362, -0.195], [1.040, -1.514, -0.009]],
  "forces_ev_per_a": [[0.435, 0.142, 0.255], [0.355, 0.091, 1.967], [-0.404, -0.132, -0.263], [1.590, 0.345, -0.045], [0.761, -0.185, -1.958], [-1.379, -1.865, 0.242], [-1.357, 1.605, -0.199]],
  "mulliken_charge": [-0.111, -0.180, 0.115, -0.531, 0.275, 0.211, 0.221]
}